*i*
Density functional theory data (wB97M-V/def2-TZVPD) for one molecule with the formula C5H7N3.

LUMO energy, eV: 0.86
SMILES string: c1cn2c(n1)NCC2
Net charge: 0
HOMO, eV: -7.77

Structure (XYZ):
```
15
C5H7N3 (wB97M-V/def2-TZVPD)
N -1.59 -1.40 -0.06
N 0.88 -1.37 -0.17
N -0.38 0.48 0.03
C 0.97 1.01 -0.16
C -0.42 -0.87 -0.05
C -1.70 0.88 0.03
C -2.42 -0.28 0.00
C 1.81 -0.27 0.11
H 1.14 1.34 -1.20
H 1.24 1.86 0.52
H 2.17 -0.35 1.15
H -3.49 -0.36 -0.07
H 2.70 -0.31 -0.51
H 1.11 -2.27 0.28
H -2.03 1.92 0.12
```

*ii*
Density functional theory data (wB97M-V/def2-TZVPD) for one molecule with the formula C5H7N3.

LUMO energy, eV: 0.60
SMILES string: c1cn(C2CC2)nn1
Net charge: 0
HOMO, eV: -9.60

Structure (XYZ):
```
15
C5H7N3 (wB97M-V/def2-TZVPD)
N -0.37 -0.39 0.70
N -1.35 -0.61 1.71
N -1.83 -1.78 1.45
C 0.28 1.25 -1.20
C -0.24 -1.53 -0.03
C 0.01 0.97 0.25
C -1.22 -2.37 0.44
C 1.41 1.45 -0.15
H 0.70 0.52 -2.08
H 1.48 2.78 -0.14
H -1.31 -3.53 0.46
H 0.83 -1.36 -0.59
H 2.24 0.55 -0.07
H 0.02 2.30 -1.51
H -0.63 1.77 0.76
```

Which structure loses on stability? *ii* does.

*i*
Density functional theory data (wB97M-V/def2-TZVPD) for one molecule with the formula C5H7N3.

LUMO energy, eV: 0.91
SMILES string: [H]/N=C\N1C=CC/C1=N\[H]
Net charge: 0
HOMO, eV: -8.24

Structure (XYZ):
```
15
C5H7N3 (wB97M-V/def2-TZVPD)
N 0.58 -0.07 -0.04
N 0.03 2.15 -0.12
N 2.92 -0.25 0.35
C -1.33 -1.25 0.02
C -0.37 0.96 0.08
C -0.02 -1.30 -0.24
C 1.96 0.14 -0.31
C -1.69 0.20 0.20
H -2.05 -2.05 -0.07
H 1.92 0.72 -1.24
H 2.68 -0.92 1.03
H -2.54 0.47 -0.49
H -0.51 2.90 0.14
H 0.46 -2.21 -0.50
H -2.05 0.50 1.20
```

*ii*
Density functional theory data (wB97M-V/def2-TZVPD) for C5H7N3 as an isolated structure.

LUMO energy, eV: -1.01
Net charge: 0
HOMO, eV: -9.11

Structure (XYZ):
```
15
C5H7N3 (wB97M-V/def2-TZVPD)
N -2.96 -0.54 -0.29
N 0.37 0.91 -0.15
N -0.76 -1.07 0.59
C 1.87 -0.85 0.03
C -1.78 -0.15 0.01
C 0.48 -0.38 0.02
C 2.86 0.18 -0.14
C -1.18 1.22 0.21
H 4.02 -0.08 -0.09
H -1.04 -2.13 -0.78
H 2.03 -1.97 -0.02
H 2.46 1.27 -0.05
H -1.16 1.34 1.56
H -3.73 0.06 -0.57
H -1.45 2.22 -0.32
```

*iii*
Density functional theory data (wB97M-V/def2-TZVPD) for one molecule with the formula C5H7N3.

LUMO energy, eV: -0.36
SMILES string: [H]/N=C1\N=CC(=C)N1C
Net charge: 0
HOMO, eV: -8.70

Structure (XYZ):
```
15
C5H7N3 (wB97M-V/def2-TZVPD)
N 0.05 0.64 -0.26
N 2.29 -0.12 0.06
N 0.62 -1.58 -0.15
C -1.15 -0.12 0.04
C -0.76 -1.59 0.15
C -2.45 0.23 -0.03
C 0.33 2.14 0.09
C 1.10 -0.27 -0.04
H -2.85 1.23 -0.06
H -3.09 -0.56 0.24
H 0.19 2.33 1.24
H -0.38 3.05 -0.53
H 2.85 -1.03 0.35
H 1.42 2.51 -0.20
H -1.34 -2.46 0.12
```

Which structure loses on stability? *ii* does.

*i*
Density functional theory data (wB97M-V/def2-TZVPD) for one molecule with the formula C5H7N3.

LUMO energy, eV: 0.94
SMILES string: C1=CC2=NNC[C@@H]2N1
Net charge: 0
HOMO, eV: -7.68

Structure (XYZ):
```
15
C5H7N3 (wB97M-V/def2-TZVPD)
N 1.17 0.95 -0.12
N -1.19 -1.46 -0.04
N -2.14 -0.38 0.00
C -1.40 0.89 -0.21
C -0.05 0.55 0.58
C 1.30 -1.37 0.11
C -0.03 -0.94 0.30
C 1.95 -0.26 -0.25
H -2.93 -0.76 -0.61
H 2.95 -0.23 -0.69
H -0.17 0.88 1.59
H -0.93 0.95 -1.28
H -1.82 1.84 0.21
H 1.70 1.68 0.32
H 1.60 -2.35 0.11
```

*ii*
Density functional theory data (wB97M-V/def2-TZVPD) for one molecule with the formula C5H7N3.

LUMO energy, eV: 0.81
SMILES string: Nc1ncn2c1CC2
Net charge: 0
HOMO, eV: -8.13

Structure (XYZ):
```
15
C5H7N3 (wB97M-V/def2-TZVPD)
N 0.80 -0.22 -1.85
N 0.98 -0.15 0.30
N -1.48 0.24 -2.06
C 1.55 -0.58 -0.75
C 0.47 -0.53 1.86
C -0.82 0.53 1.39
C -0.22 0.56 0.07
C -0.34 0.42 -1.22
H -0.64 1.44 1.90
H -1.94 1.15 -2.10
H -0.95 0.04 -3.04
H 2.68 -0.87 -0.56
H 0.47 -1.67 1.89
H -1.82 0.01 1.32
H 1.29 -0.39 2.84
```

Which structure loses on stability? *ii* does.

*i*
Density functional theory data (wB97M-V/def2-TZVPD) for a 8-piece molecular cluster, H17O8 overall.

LUMO energy, eV: -2.89
Net charge: +1
HOMO, eV: -15.24

Structure (XYZ):
```
25
H17O8 (wB97M-V/def2-TZVPD)
O 1.18 -2.08 2.11
O 0.79 2.03 1.01
O -0.49 -1.62 -0.23
O 1.07 0.06 -2.83
O -0.52 0.15 1.84
O -1.00 1.84 -1.09
O -2.74 0.04 -0.12
O 1.90 -0.02 -0.03
H -3.55 -0.05 0.37
H 0.05 -0.58 2.13
H -1.87 1.42 -1.01
H -0.03 -2.27 0.32
H 1.07 -0.35 -0.41
H 2.46 0.16 -0.79
H 0.10 2.36 0.40
H -1.14 -0.09 1.13
H -1.10 2.74 -1.41
H -2.49 -0.76 -0.60
H 1.39 0.38 -3.65
H 0.32 0.65 -2.67
H 2.11 -2.05 1.82
H 1.34 1.37 0.45
H 0.24 1.19 1.50
H -0.36 -1.88 -1.15
H 1.27 -2.64 2.89
```

*ii*
Density functional theory data (wB97M-V/def2-TZVPD) for H17O8 as an isolated structure.

LUMO energy, eV: -3.09
Net charge: +1
HOMO, eV: -13.87

Structure (XYZ):
```
25
H17O8 (wB97M-V/def2-TZVPD)
O -0.51 1.64 -1.76
O 0.36 -0.59 -1.84
O 0.35 1.00 1.52
O 1.68 1.20 -0.63
O 2.20 -0.97 0.42
O -2.01 1.22 0.20
O 0.23 -1.62 2.27
O -1.67 -1.38 -0.12
H 0.26 0.74 -1.57
H 1.38 2.03 -1.03
H -0.09 -0.75 -2.68
H 3.09 -1.25 0.19
H -2.88 1.61 0.32
H -0.60 1.23 1.46
H 1.18 1.12 0.26
H 0.51 0.16 1.99
H 0.13 -2.21 3.03
H 1.85 -1.71 0.94
H -0.54 -1.88 1.74
H -1.34 1.49 -0.86
H -2.39 -2.01 -0.08
H -1.97 -0.47 0.15
H 2.08 0.13 -0.58
H -0.26 -1.00 -1.15
H -1.05 2.31 -2.19
```

*iii*
Density functional theory data (wB97M-V/def2-TZVPD) for a 8-piece molecular cluster, H17O8 overall.

LUMO energy, eV: -3.41
Net charge: +1
HOMO, eV: -14.55

Structure (XYZ):
```
25
H17O8 (wB97M-V/def2-TZVPD)
O 36.92 -40.49 23.87
O 40.89 -39.98 25.45
O 36.88 -42.58 22.22
O 38.22 -42.54 25.19
O 39.54 -40.03 23.09
O 38.30 -39.16 26.11
O 35.86 -37.69 25.25
O 36.82 -38.01 22.73
H 39.98 -39.27 22.86
H 37.07 -41.25 23.25
H 38.06 -43.46 25.07
H 38.04 -39.15 27.07
H 39.97 -40.36 23.89
H 37.06 -39.68 23.25
H 38.69 -38.26 26.07
H 40.04 -39.59 25.75
H 36.10 -43.11 21.96
H 36.60 -37.40 22.06
H 36.49 -37.80 23.46
H 36.73 -37.40 25.88
H 37.71 -42.79 21.72
H 35.38 -38.42 25.28
H 37.50 -40.44 24.58
H 38.02 -42.29 26.10
H 41.58 -39.88 26.16
```

Which structure loses on stability? *ii* does.